Entry from the OMol25 dataset: 2 unconnected molecules or ions with the total composition C7H9ClN2 in a non-equilibrium geometry (the ωB97M-V functional and the def2-TZVPD basis).

```
19
Properties=species:S:1:pos:R:3:nbo_charge:R:1
C 2.935 -0.314 -0.472 -0.058
C 1.705 -0.329 -1.075 -0.095
C 1.623 0.379 1.032 0.174
C -2.530 -0.056 1.355 -0.211
C -1.223 -0.256 1.099 -0.325
C -1.107 0.825 -1.246 -0.713
C -0.546 0.140 -0.071 0.547
N 2.899 0.198 0.801 -0.434
N 0.857 -0.017 -0.018 -0.404
Cl -0.778 -2.366 -0.991 -0.612
H 3.994 -0.712 -0.691 0.231
H 1.410 -0.775 -1.930 0.243
H 1.321 0.678 2.013 0.212
H -2.897 -0.471 2.233 0.205
H -3.269 0.715 0.794 0.211
H -0.622 -0.691 1.923 0.248
H -2.135 0.740 -1.201 0.238
H -0.932 1.968 -1.375 0.260
H -0.706 0.341 -2.183 0.285
```

- Largest force on an atom: 3.950 eV Å⁻¹
- Gap between HOMO and LUMO (alpha / beta): 6.75 / 6.75 eV
- ΔE to the lowest compared entry with this formula, charge and spin: 3.4421 eV
- LUMO (alpha / beta): -2.2 / -2.2 eV

Entry from the OMol25 dataset: a single C4H9NO molecule in a non-equilibrium geometry (the ωB97M-V functional and the def2-TZVPD basis).

```
15
Properties=species:S:1:pos:R:3:nbo_charge:R:1
C -1.567 0.601 0.300 -0.638
C -0.900 -0.302 -0.717 -0.237
N 0.428 0.061 -1.239 -0.600
C 1.466 -0.600 -0.751 0.115
C 1.520 -0.575 0.779 -0.217
O 1.329 0.760 1.252 -0.718
H -2.413 0.049 0.720 0.216
H -0.877 0.853 1.110 0.246
H -1.942 1.524 -0.150 0.207
H -1.521 -0.480 -1.596 0.204
H 0.470 0.189 -2.244 0.390
H -0.713 -1.291 -0.286 0.190
H 2.548 -0.889 0.963 0.187
H 0.878 -1.229 1.393 0.185
H 1.293 1.327 0.467 0.470
```

- Largest force on an atom: 1.214 eV Å⁻¹
- Gap between HOMO and LUMO: 8.69 eV
- ΔE to the lowest compared entry with this formula, charge and spin: 4.0888 eV
- LUMO: 0.6 eV

Entry from the OMol25 dataset: 2 unconnected molecules or ions with the total composition C3H8O2 in a non-equilibrium geometry (the ωB97M-V functional and the def2-TZVPD basis).

```
13
Properties=species:S:1:pos:R:3:nbo_charge:R:1
O -2.127 -1.234 1.436 -0.503
C -1.220 -0.904 2.128 0.284
H -0.845 0.129 1.945 0.110
H -0.763 -1.328 3.040 0.109
C 0.412 1.039 -0.745 -0.044
O -0.924 0.657 -0.411 -0.762
C 1.200 -0.155 -1.217 -0.636
H 1.026 1.550 0.131 0.172
H 0.422 1.755 -1.682 0.161
H -1.331 -0.159 -0.661 0.496
H 0.770 -0.920 -0.743 0.200
H 2.240 -0.176 -0.974 0.210
H 1.139 -0.255 -2.247 0.204
```

- Largest force on an atom: 4.198 eV Å⁻¹
- Gap between HOMO and LUMO: 10.90 eV
- ΔE to the lowest compared entry with this formula, charge and spin: 2.7266 eV
- LUMO: 0.9 eV
- SMILES: C=O.CCO

Entry from the OMol25 dataset: 9 unconnected molecules or ions with the total composition C5H29N2O8 in a non-equilibrium geometry (the ωB97M-V functional and the def2-TZVPD basis).

```
44
Properties=species:S:1:pos:R:3:nbo_charge:R:1
N -0.901 -1.958 -1.246 -0.704
C -0.842 -0.444 -1.445 -0.028
C 0.323 -0.067 -2.336 -0.473
C 0.292 1.398 -2.591 -0.210
C 1.341 2.186 -2.734 -0.378
C -0.712 0.182 -0.066 -0.243
N -1.979 0.007 0.648 -0.878
H -0.659 -2.389 -2.126 0.429
H -0.124 -2.297 -0.633 0.461
H -1.782 -2.230 -0.860 0.449
H -1.819 -0.260 -1.893 0.226
H 1.219 -0.524 -1.902 0.223
H 0.168 -0.571 -3.304 0.228
H -0.687 1.866 -2.565 0.232
H 2.402 1.947 -2.656 0.190
H 1.313 3.271 -2.672 0.217
H -0.301 1.170 -0.159 0.218
H -0.031 -0.440 0.520 0.176
H -2.633 0.731 0.370 0.388
H -1.791 0.134 1.637 0.383
H 0.885 2.620 -0.054 0.501
H 0.791 3.928 0.780 0.487
O 0.345 3.414 0.102 -0.994
H -1.339 2.991 -1.165 0.496
H -2.837 3.327 -1.212 0.488
O -2.220 2.589 -1.219 -0.976
H -0.752 1.844 3.636 0.494
H -0.478 2.201 2.188 0.507
O -0.646 1.445 2.765 -0.977
H -1.010 -2.416 1.719 0.489
H -1.282 -3.878 2.124 0.495
O -1.023 -3.322 1.383 -0.977
H 0.389 -4.047 0.233 0.501
H 1.561 -3.047 0.187 0.501
O 1.007 -3.609 -0.382 -0.971
H 1.700 -1.526 1.802 0.524
H 3.148 -1.385 1.094 0.508
O 2.199 -1.464 0.963 -1.004
H -0.120 -1.533 3.564 0.500
H 0.430 -0.101 2.937 0.528
O 0.517 -1.063 3.032 -1.012
H 2.491 1.238 -0.237 0.484
H 1.773 0.219 0.764 0.498
O 1.961 1.139 0.558 -0.994
```

- Largest force on an atom: 2.221 eV Å⁻¹
- Gap between HOMO and LUMO: 9.95 eV
- ΔE to the lowest compared entry with this formula, charge and spin: 1.6384 eV
- LUMO: -2.6 eV
- Net charge: +1